{
  "formula": "C4H17N2O2",
  "method": "wB97M-V/def2-TZVPD",
  "symbols": ["C", "H", "H", "H", "H", "O", "H", "C", "H", "H", "O", "H", "H", "N", "N", "H", "C", "H", "H", "C", "H", "H", "H", "H", "H"],
  "positions_angstrom": [[0.0636, 1.4973, 0.2301], [0.0951, -2.1601, 2.1786], [-2.4376, -0.4768, 1.7777], [4.3423, 0.4849, 0.0347], [-1.9945, 1.0750, -0.2750], [3.5903, 0.3783, -0.5679], [0.6017, 1.8974, 1.0971], [-1.4607, -0.0674, 1.4936], [-0.0378, -0.7814, 0.1510], [0.4595, 0.4645, -1.4874], [-0.0443, 0.6060, -3.2617], [1.6975, 0.5645, -0.4314], [-1.9686, 2.0351, 1.0511], [-0.9588, -1.2405, 0.6695], [0.6871, 0.4014, -0.4906], [0.0041, 2.4417, -0.3320], [-0.6680, -2.4731, 1.4676], [0.2105, -0.0794, -3.8738], [-0.3337, -3.3080, 0.8627], [-1.4041, 1.1880, 0.6452], [-1.5900, -1.5253, -0.0730], [-0.4810, 1.3010, -3.7672], [-0.7995, 0.0065, 2.3588], [-1.6252, -2.6740, 1.9582], [4.0519, 0.4445, -1.4160]],
  "forces_ev_per_a": [[-1.7313, 2.2248, 0.4745], [-0.0658, -0.4701, 0.1662], [-0.1067, 1.0645, 0.4666], [-0.4175, -0.0522, 0.2214], [0.1857, -0.5767, -0.0781], [0.9820, 0.1267, -0.1152], [0.3649, -1.0152, 0.1398], [-0.6532, -1.4223, -0.5526], [-0.5786, -0.2736, 0.0647], [-0.1184, 0.0055, 0.2253], [-0.2200, 0.3467, 0.2963], [-0.1293, -0.5495, -0.0733], [0.7110, -0.0867, 0.6596], [1.9067, -0.1693, -0.5938], [0.8463, 0.3309, 0.3087], [0.0380, -0.3699, -0.5129], [-0.5833, 1.3532, 0.4010], [0.0537, -0.2090, -0.4480], [-0.0288, 0.1204, -0.1851], [-0.1264, -0.1320, -0.9335], [-0.3355, 0.5372, -0.0317], [0.0955, -0.1484, -0.0745], [-0.1201, -0.0672, 0.0041], [0.4341, -0.5198, 0.2769], [-0.4031, -0.0478, -0.1065]],
  "mol_weight_da": 125.2,
  "e_tot_ha": -422.36102,
  "lumo_energy_ev": -2.45,
  "gap_ev": 10.90,
  "homo_energy_ev": -13.35,
  "total_charge": 1
}

***

{
  "formula": "C5H13N2",
  "method": "wB97M-V/def2-TZVPD",
  "symbols": ["N", "H", "C", "H", "H", "H", "H", "C", "H", "H", "H", "H", "H", "C", "H", "N", "C", "H", "H", "C"],
  "positions_angstrom": [[1.6621, 0.4649, 0.0699], [-3.3347, 0.5088, -1.5832], [1.8873, -0.7907, -0.0029], [-0.1676, -1.3320, 0.0200], [0.9582, -2.4805, 0.8166], [0.6818, 0.7636, 0.1172], [2.9228, -1.1182, -0.0595], [-2.8088, 0.1608, 0.9620], [-2.3993, 0.8194, 1.7279], [0.9226, -2.4059, -0.9142], [2.4365, 2.2209, -0.7235], [-2.8752, -0.8408, 1.3909], [-3.8082, 0.4985, 0.6757], [2.6390, 1.5146, 0.0866], [3.6461, 1.1115, -0.0268], [-1.8874, 0.1102, -0.1357], [0.8253, -1.7866, -0.0183], [-1.5782, 0.2254, -2.1213], [2.5735, 2.0637, 1.0288], [-2.2957, 0.2922, -1.3105]],
  "forces_ev_per_a": [[-0.7615, -0.4038, -0.0260], [0.0415, -0.0302, 0.1621], [0.2229, 0.0429, -0.0058], [0.1136, -0.0410, -0.0081], [0.0715, 0.0610, 0.0433], [-0.0050, -0.2482, -0.0167], [0.0396, 0.1901, 0.0156], [-0.2886, -0.0122, 0.3258], [-0.1211, -0.0036, 0.0473], [0.0523, 0.0477, -0.0412], [0.0187, -0.1817, 0.0728], [-0.0664, 0.0580, 0.0799], [-0.0241, -0.0014, 0.0173], [0.7724, 0.9088, 0.0146], [-0.1662, -0.0244, 0.0098], [0.7105, 0.0838, -0.2306], [-0.4841, -0.3982, -0.0032], [0.0144, 0.0280, -0.1580], [-0.0025, -0.1197, -0.0670], [-0.1378, 0.0441, -0.2317]],
  "mol_weight_da": 101.2,
  "e_tot_ha": -307.54327,
  "lumo_energy_ev": -4.13,
  "gap_ev": 9.26,
  "homo_energy_ev": -13.39,
  "total_charge": 1
}

***

{
  "formula": "C26H72Li4N4O14",
  "method": "wB97M-V/def2-TZVPD",
  "symbols": ["C", "H", "C", "H", "H", "H", "O", "N", "H", "H", "H", "C", "C", "C", "H", "H", "H", "O", "H", "H", "H", "H", "H", "O", "O", "H", "O", "Li", "H", "H", "H", "H", "C", "H", "H", "H", "Li", "O", "H", "H", "H", "H", "H", "H", "C", "C", "H", "O", "O", "H", "H", "C", "C", "H", "O", "C", "C", "H", "N", "H", "H", "H", "O", "C", "N", "C", "Li", "H", "H", "C", "H", "H", "H", "H", "H", "H", "C", "H", "H", "H", "H", "H", "C", "H", "H", "O", "H", "C", "H", "H", "H", "H", "H", "C", "H", "C", "C", "C", "H", "C", "C", "H", "H", "C", "H", "H", "H", "C", "H", "H", "H", "O", "O", "H", "H", "H", "H", "O", "Li", "N"],
  "positions_angstrom": [[21.9787, -13.1528, 26.8528], [22.0142, -13.9937, 26.1597], [17.0223, -6.3381, 22.5274], [16.3188, -3.9947, 24.1231], [21.9618, -2.7054, 23.9324], [16.0624, -3.7503, 18.6936], [18.3851, -11.3907, 23.2003], [18.8437, -2.1757, 18.6405], [19.6510, -11.1371, 25.0486], [19.4115, -12.4191, 21.7744], [17.9300, -6.9121, 22.8012], [21.6197, -4.5770, 23.0354], [19.1128, -9.3615, 24.2894], [20.0399, -2.6960, 19.3170], [18.7088, -8.3923, 24.6263], [20.7608, -10.8900, 27.7433], [17.6376, -9.5324, 22.7239], [11.8894, -9.0388, 17.3793], [19.5543, -6.4919, 17.1543], [18.8833, -2.3950, 17.6492], [17.0303, -0.4780, 17.6569], [22.4320, -10.4906, 27.0656], [21.5874, -9.6006, 25.1288], [16.5432, -3.5172, 19.5042], [20.7238, -0.2863, 24.3285], [17.3992, -7.0998, 20.4749], [16.1777, -3.7368, 25.0595], [13.9304, -5.6033, 21.7383], [11.2822, -11.0475, 17.3307], [12.9289, -5.6228, 24.0360], [16.3180, -6.6724, 23.3095], [16.5962, -5.5649, 16.1742], [18.0532, -0.0736, 17.6381], [18.3320, -2.4061, 25.1922], [19.6285, -6.7933, 18.8594], [17.0674, -10.2391, 24.2047], [15.9449, -4.1899, 21.1616], [20.1738, -4.8219, 18.2977], [20.4041, -7.0793, 21.2617], [18.7773, -1.9160, 23.5646], [19.9194, -9.0569, 23.5956], [14.8615, -5.6917, 15.6289], [22.0545, -6.4391, 21.5017], [13.7379, -3.8404, 15.9439], [15.4279, -7.0820, 17.1165], [14.6041, -3.5443, 16.5405], [21.8767, 0.3952, 25.9234], [14.9858, -6.8597, 25.8729], [20.5366, -5.3654, 22.5023], [19.2188, -10.6333, 21.4657], [17.3933, -3.0907, 19.1880], [16.5576, -6.8724, 21.1463], [18.7628, -11.5410, 21.8574], [12.0516, -8.1003, 19.1416], [13.6841, -6.0740, 23.6348], [18.8107, -0.7141, 18.7830], [21.1025, -3.1871, 23.4604], [23.0253, -12.9849, 27.1205], [19.6030, -10.1747, 25.3614], [20.1973, -2.1747, 20.2628], [14.5621, -8.4501, 19.3314], [18.9638, -0.1923, 25.4653], [17.2269, -4.9524, 22.6818], [17.8733, -0.2991, 15.2837], [20.0338, -3.3382, 24.4844], [20.8652, -9.7633, 25.9504], [14.0663, -5.8904, 19.0221], [15.3780, -3.1735, 15.8549], [12.4099, -9.7201, 19.3395], [21.4202, 0.7831, 25.0156], [10.2917, -9.9743, 16.4550], [20.4912, -3.3910, 25.3908], [14.3533, -2.6442, 17.1047], [18.3792, -5.7079, 18.2333], [16.1306, -7.8819, 21.2731], [15.2491, -3.4880, 25.1260], [21.4120, -10.8366, 26.8667], [21.0792, -7.2845, 22.8021], [18.3592, -0.4766, 19.7499], [15.0617, -7.4299, 26.6478], [15.8101, -6.3528, 25.8503], [17.9656, -11.9309, 21.2061], [14.0290, -8.5693, 18.3816], [14.6219, -9.3611, 17.9086], [22.3461, -4.4434, 22.2342], [15.6025, -6.0493, 20.5395], [17.6838, 0.7256, 14.9566], [15.5575, -5.6993, 16.4709], [10.1539, -9.9999, 18.1746], [17.9658, 1.0017, 17.8348], [22.0508, -5.0336, 23.9292], [13.5442, -7.4997, 16.7105], [15.7513, -7.7557, 16.3175], [10.8895, -10.0259, 17.3659], [20.7658, 1.6401, 25.1765], [19.7769, -0.8723, 25.1989], [17.9668, -10.1041, 23.6044], [12.5608, -8.9238, 18.6034], [16.8976, -0.7739, 15.4280], [21.0807, -6.5830, 21.9601], [19.4327, -6.0068, 18.1203], [19.8185, -0.2814, 18.8173], [16.0630, -7.1038, 18.0083], [19.1768, -2.1329, 24.5559], [22.1524, 1.0801, 24.2654], [19.0320, -4.4533, 20.0443], [20.9026, -2.4642, 18.6821], [19.9784, -4.1877, 19.5580], [20.7544, -2.5741, 22.6342], [20.2901, -1.2272, 26.1042], [20.8389, -8.8063, 26.4771], [21.4023, -12.0585, 26.1787], [18.7119, -0.3249, 16.4274], [21.3524, -13.4423, 27.6987], [18.4339, -0.8444, 14.5278], [14.1408, -6.5119, 24.3926], [20.7868, -4.5658, 20.1895], [15.1270, -4.6017, 17.3182], [18.9945, -5.0626, 23.7122], [14.0551, -7.3341, 17.5763]],
  "forces_ev_per_a": [[0.0007, -0.3303, -0.2356], [-0.2706, 0.0915, -0.0936], [0.0668, -0.0880, 0.6872], [0.2744, -0.2503, 0.1768], [0.0411, 0.3336, -0.3807], [0.2203, -0.2246, 0.0962], [-0.1787, -0.3014, 0.2065], [-0.1981, -0.0851, 0.4709], [0.1916, -0.0072, 0.0957], [0.6594, 0.5225, 0.3896], [0.1650, -0.0863, -0.2859], [-0.9359, 1.2620, -0.1577], [-0.4202, 0.1696, 0.2026], [0.4321, -0.2375, -0.3354], [-0.0281, -0.1248, 0.3695], [0.3311, -0.0589, 0.3481], [0.0549, 0.0597, -0.0091], [0.2145, -0.3812, -0.0150], [0.4327, 0.5575, -0.2352], [0.3361, 0.0229, 0.0160], [-0.0112, -0.0604, -0.3233], [0.0535, -0.3951, 0.6598], [0.2153, -0.0542, 0.0766], [-0.2040, 0.3067, -0.1029], [-0.2388, 0.4470, 0.9195], [0.1491, 0.7522, -0.0787], [-0.2012, -0.1692, -0.3387], [0.8291, -1.1334, 0.8934], [0.4176, 0.1186, 0.2856], [0.0906, -0.2120, 0.1551], [-0.3221, -0.1358, -0.2592], [-0.0430, 0.2575, -0.2431], [-0.4062, 0.3428, 0.7873], [-0.1322, 0.0242, -0.1355], [0.2365, 0.1985, 0.2256], [0.2904, 0.1112, 0.5098], [1.9121, -0.4659, -0.0870], [-0.0764, -0.3648, -0.6489], [-0.1922, 0.6820, -0.2646], [0.0718, -0.0113, -0.0656], [-0.0925, -0.3906, -0.3670], [0.3837, 0.0560, -0.3725], [0.0591, 0.0284, 0.0805], [-0.0017, -0.1490, 0.1443], [0.2409, 1.5069, 0.4073], [0.3594, 1.0731, -1.1056], [0.0773, 0.2241, 0.1320], [0.3478, 0.1175, -0.0397], [0.5304, 0.0291, -0.1305], [0.1347, -0.0690, -0.2173], [0.0049, 0.4035, 0.1830], [-0.0376, -0.6836, 0.3726], [-0.0245, -1.1311, -0.3550], [0.3690, 0.3404, 0.0001], [-0.4438, 0.5071, -0.5465], [0.1316, 0.1148, -0.1803], [0.5799, -1.0242, 0.7344], [-0.1032, 0.2989, 0.3706], [-0.3549, 0.4772, 0.7836], [-0.2597, 0.0443, 0.0353], [-0.2746, 0.4971, 0.1120], [0.0626, 0.1460, 0.0464], [-0.3262, -0.0017, -0.7062], [0.4260, 0.1830, -0.1610], [-0.0361, 0.4819, -0.5928], [0.1274, -0.3958, -1.2565], [1.1632, -0.2667, -0.5744], [-0.0758, -0.2824, -0.1273], [0.2516, -0.6526, -0.6727], [-0.1259, -0.5466, -1.6454], [0.2670, 0.5584, -0.1068], [-0.0179, -0.2769, -0.0236], [-0.1042, -0.4893, 0.6434], [-0.1740, -0.4482, -0.0642], [0.0276, 0.0470, 0.4573], [0.1205, 0.0397, 0.1352], [-0.1400, 0.4657, -0.3427], [0.8317, -0.1064, -0.1429], [-0.1906, 0.1353, -0.1376], [-0.1798, -0.0526, -0.1452], [-0.1718, 0.1262, 0.0411], [-0.5636, 0.8733, 0.1611], [-0.4890, -0.4948, -0.1595], [-0.4827, -0.1789, -0.3125], [0.3337, -0.0917, 0.2064], [-2.6975, 1.5155, -0.0689], [0.0717, 0.0297, -0.0625], [-0.7317, -0.2140, 0.1883], [0.3154, 0.4657, 0.3207], [0.0110, 0.0256, -0.0973], [0.1704, -0.3898, -0.2043], [-0.6213, -0.0394, 0.4564], [0.1633, -0.3745, 0.4128], [-0.9572, -1.2655, -0.6275], [-0.1266, -0.1121, 0.3521], [0.3810, -1.2595, -0.7852], [0.1701, 0.2069, -1.1503], [-0.1969, 0.7289, 0.9622], [0.0790, -0.1730, 0.2877], [-0.9916, -0.8028, 0.9930], [-1.0137, 0.1761, 0.6067], [0.0696, -0.1714, -0.1545], [0.2942, -0.3439, -0.2594], [-0.5781, 0.2020, 0.6423], [0.3183, 0.1609, 0.4446], [-0.0691, -0.1508, -0.1930], [0.2045, -0.1321, 0.2288], [0.4514, -0.2797, -0.3299], [-0.0777, -0.1074, -0.0628], [-0.1011, 0.3196, 0.2673], [-0.4750, -0.0680, 0.1834], [0.1229, 0.0798, -0.6030], [-0.3858, -0.5434, 0.1636], [0.2597, 0.0250, 0.2678], [-0.1800, 0.1404, -0.2294], [0.1110, 0.0040, -0.0602], [-0.0517, 0.4649, 0.2803], [-0.2660, -0.8304, 0.7448], [-0.4820, 0.5631, -0.5922], [0.8218, 0.0243, -0.1594]],
  "mol_weight_da": 692.6,
  "e_tot_ha": -2335.91054,
  "lumo_energy_ev": -6.37,
  "gap_ev": 5.58,
  "homo_energy_ev": -11.96,
  "total_charge": 2
}

***

{
  "formula": "C4H9NO",
  "method": "wB97M-V/def2-TZVPD",
  "symbols": ["H", "H", "H", "C", "H", "H", "H", "C", "C", "N", "H", "C", "H", "H", "O"],
  "positions_angstrom": [[2.2302, -0.5657, 0.7235], [0.6667, -1.0056, -1.1979], [2.7533, 0.2497, -0.7564], [-0.9379, 0.9719, 0.9428], [-2.6558, -0.6276, 0.0015], [1.9660, 1.1833, 0.5243], [-1.7168, 0.6983, 1.6910], [1.9666, 0.2212, 0.0071], [0.6242, -0.0390, -0.6766], [-0.5244, -0.0869, 0.2055], [-0.9550, -1.4693, 0.6075], [-1.6735, -1.0957, -0.1964], [-1.6334, -1.2113, -1.2963], [0.4072, 0.7384, -1.4097], [-0.5088, 2.0968, 0.8096]],
  "forces_ev_per_a": [[-0.1760, 0.1047, -0.1194], [-0.0719, 0.2336, 0.1114], [-0.1625, -0.0029, 0.1221], [0.0611, 0.5019, -0.3318], [0.6673, -0.5692, 0.5490], [-0.0356, -0.1252, -0.0486], [0.0950, 0.2001, -0.3306], [-0.0613, 0.0869, 0.0278], [-0.0421, 0.2437, -0.2956], [-0.3617, 1.3394, -0.6513], [-2.6807, -3.1014, -0.8896], [1.7924, 1.5192, 0.8146], [0.4664, -0.6382, 0.8565], [0.3157, 0.0605, -0.3397], [0.1939, 0.1470, 0.5252]],
  "mol_weight_da": 87.1,
  "e_tot_ha": -287.71236,
  "lumo_energy_ev": 0.88,
  "gap_ev": 9.82,
  "homo_energy_ev": -8.94,
  "smiles": "CCN(C)C=O"
}

***

{
  "formula": "C15H18AuN2",
  "method": "wB97M-V/def2-TZVPD",
  "symbols": ["C", "C", "C", "H", "C", "H", "C", "C", "H", "C", "N", "H", "H", "H", "C", "N", "H", "H", "H", "H", "C", "H", "C", "C", "H", "H", "H", "H", "H", "Au", "H", "H", "C", "C", "C", "C"],
  "positions_angstrom": [[0.1125, -1.0597, 0.2210], [-0.9962, -1.9211, 0.3688], [-1.3510, 4.5825, -0.6188], [1.8670, 0.5316, -1.9970], [2.5760, -0.7051, -0.3528], [-1.7095, -3.9546, 0.1317], [1.4388, -2.9314, -0.5922], [1.3449, -1.5767, -0.2356], [2.8054, -0.8789, -2.5066], [-0.8679, -3.2754, 0.0162], [0.0811, 3.3469, 0.5613], [0.4254, -4.8239, -0.7366], [-1.5272, -0.6121, 2.7951], [2.3813, -3.3371, -0.9538], [-0.6194, 2.5180, -0.2354], [0.0259, 0.3024, 0.5613], [3.6252, 0.5179, -1.7888], [-3.1132, -2.1334, 0.6513], [-2.5888, -0.4784, 0.5037], [-1.8914, 5.4417, -0.9938], [-2.3112, -1.4431, 0.9420], [2.9057, 1.8632, 0.5613], [-0.3693, 4.5831, 0.3422], [0.3383, -3.7737, -0.4704], [2.5597, 0.0895, 0.4021], [3.4659, -1.3044, -0.1217], [-2.1977, 2.8803, -1.7458], [0.0189, 5.4444, 0.8750], [-3.2493, -1.0189, 2.8391], [1.2901, 1.8632, 0.5613], [-0.8914, 0.6639, -1.2785], [-2.0316, -2.3045, 2.9162], [-2.2738, -1.3390, 2.4594], [2.7230, -0.1002, -1.7409], [-1.5050, 3.2592, -1.0046], [-0.4922, 1.0849, -0.3365]],
  "forces_ev_per_a": [[0.2631, -0.8904, -0.1239], [-0.0026, -0.3978, -0.1892], [-0.6536, 0.3614, -0.6968], [0.0968, -0.0077, 0.0587], [0.1902, -0.9822, 0.0740], [-0.0116, 0.1935, 0.0018], [-0.5497, 0.2339, 0.2809], [0.3203, -0.3334, -0.0416], [-0.0331, -0.0166, 0.0381], [0.4365, 0.3929, -0.0084], [-2.8000, 3.5691, 1.6328], [-0.0302, 0.0980, 0.0138], [-0.0607, -0.0844, -0.1276], [-0.0635, 0.1864, 0.0550], [-4.0237, 0.1518, -1.8331], [-2.1768, -2.6952, 0.5071], [-0.1542, 0.0299, 0.0062], [0.1995, -0.0296, -0.0079], [0.1043, -0.0239, 0.1556], [0.0259, -0.0542, 0.0378], [-0.0360, 0.1127, -0.3099], [0.9132, 0.2762, 0.2625], [0.6911, 0.8220, 0.5931], [-0.0252, 0.0791, 0.0714], [0.1101, -0.5770, -0.4512], [-0.0767, -0.2207, -0.1767], [0.0927, -0.0479, -0.0090], [0.0751, -0.2175, 0.0458], [0.0789, -0.0175, 0.0366], [9.8717, -0.2781, 2.0427], [0.3841, 0.0489, 0.1110], [-0.0145, 0.0729, -0.0940], [-0.0463, 0.1676, 0.3326], [0.1819, 0.0846, -0.1387], [-0.9929, 0.0714, -1.1412], [-2.2841, -0.0784, -1.0085]],
  "mol_weight_da": 423.3,
  "e_tot_ha": -827.45715,
  "lumo_energy_ev": 3.21,
  "gap_ev": 6.21,
  "homo_energy_ev": -3.00,
  "total_charge": -1
}